ORCA calculation (wB97M-V/def2-TZVPD) on a structure of composition C32H23ClCsIN8O in a non-equilibrium geometry.

Cartesian coordinates (Å):
Cs 1.951 -0.625 -0.573
N -3.361 -1.058 1.506
C -2.167 -0.912 0.896
N -1.014 -1.014 1.456
C -0.968 -1.268 2.838
N 0.116 -1.334 3.508
N 1.294 -0.964 2.951
C 2.254 -1.784 2.885
C 3.601 -1.308 2.475
C 4.721 -2.085 2.742
C 5.968 -1.629 2.344
C 6.061 -0.410 1.694
C 4.888 0.298 1.476
N 3.686 -0.130 1.848
C -2.239 -1.475 3.566
C -2.289 -1.775 4.926
C -3.500 -1.955 5.563
C -4.690 -1.838 4.844
C -4.662 -1.542 3.497
C -3.434 -1.361 2.865
H -4.208 -0.940 0.976
H -2.219 -0.679 -0.161
H 2.140 -2.837 3.145
H 4.611 -3.032 3.254
H 6.854 -2.220 2.537
H 7.011 -0.020 1.356
H 4.912 1.258 0.969
H -1.354 -1.862 5.463
H -3.527 -2.188 6.620
H -5.641 -1.982 5.340
H -5.581 -1.450 2.929
N -0.638 2.118 1.840
C -1.159 3.199 1.178
C -1.283 4.447 1.746
C -1.887 5.509 1.044
C -2.374 5.345 -0.221
C -2.250 4.081 -0.846
C -2.713 3.818 -2.156
C -2.539 2.584 -2.707
C -1.883 1.591 -1.947
N -1.448 1.787 -0.728
C -1.635 3.011 -0.162
H -0.051 2.272 2.640
H -0.447 1.295 1.292
H -0.918 4.606 2.754
H -1.968 6.474 1.528
H -2.844 6.162 -0.755
H -3.202 4.611 -2.711
H -2.883 2.357 -3.708
H -1.697 0.613 -2.383
Cl 0.963 -2.781 -7.736
C 1.397 -2.647 -6.048
C 1.870 -3.744 -5.389
C 2.221 -3.668 -4.036
I 2.927 -5.378 -3.075
C 2.118 -2.498 -3.265
O 2.426 -2.428 -2.029
C 1.616 -1.335 -4.000
N 1.502 -0.165 -3.305
C 1.056 0.906 -3.917
C 0.682 0.921 -5.271
C 0.783 -0.234 -5.989
C 1.259 -1.414 -5.372
H 1.973 -4.679 -5.923
H 0.978 1.811 -3.318
H 0.326 1.837 -5.726
H 0.507 -0.264 -7.034

The net charge is 0. The calculation puts the energy relative to the best compared isomer or geometry (same formula, charge and spin) at 33.0 kcal/mol. The value obtained for the LUMO energy is -0.00302 hartree. The calculation puts the molar mass at 830.85 g/mol.